Below is a structure of composition C24H30ClN2O6PW in a non-equilibrium geometry, with properties calculated with ωB97M-V/def2-TZVPD.

Positions of all 65 atoms, in Å:
W1 -0.54363 -0.35092 0.17226
Cl1 -0.42958 -4.22524 -6.12433
C1 -0.62752 -3.17344 -4.78956
C2 -1.51180 -2.09716 -4.87996
C3 -1.68023 -1.22456 -3.81617
C4 -0.96602 -1.40015 -2.63525
O1 -1.10081 -0.61631 -1.54674
C5 -0.03579 -2.47954 -2.54492
C6 0.73370 -2.69603 -1.37829
N1 0.68792 -1.93029 -0.27608
C7 1.41378 -2.45068 0.83729
C8 2.53935 -3.26268 0.80736
C9 3.03894 -3.79794 1.99715
C10 2.41655 -3.56388 3.19926
C11 1.29081 -2.71535 3.27328
C12 0.57832 -2.43855 4.45992
C13 -0.50934 -1.58819 4.38656
C14 -0.87497 -0.99525 3.18828
N2 -0.22414 -1.21492 2.01030
C15 0.82282 -2.12363 2.07401
C16 0.09646 -3.36641 -3.62731
H1 -2.06153 -1.94782 -5.79470
H2 -2.37535 -0.40549 -3.91486
H3 1.38331 -3.56277 -1.37951
H4 3.04518 -3.47608 -0.12052
H5 3.91904 -4.42103 1.95468
H6 2.78148 -4.03478 4.09885
H7 0.88219 -2.89367 5.38838
H8 -1.09230 -1.37910 5.26721
H9 -1.70931 -0.30157 3.14545
H10 0.77384 -4.20115 -3.55288
C17 -1.19126 4.36728 -1.68594
C18 -1.87155 3.00972 -1.65224
C19 -3.19991 3.05695 -0.91234
C20 -2.02158 2.41335 -3.04666
O2 -0.99348 2.04924 -0.91217
P1 -0.74936 2.21393 0.67033
O3 -0.73438 3.50606 1.31415
O4 -1.57914 1.01584 1.21732
O5 0.73758 1.37942 0.59375
C21 1.95587 1.80151 1.36376
C22 2.98327 0.68959 1.10189
C23 2.40090 3.14229 0.80590
C24 1.55516 1.87167 2.83165
H11 -1.70517 5.02190 -2.38455
H12 -0.15699 4.26280 -2.00309
H13 -1.20823 4.83228 -0.70572
H14 -3.89544 3.72102 -1.41833
H15 -3.04360 3.42584 0.10066
H16 -3.64326 2.06114 -0.87064
H17 -2.50183 3.13031 -3.70545
H18 -2.64162 1.52218 -3.00798
H19 -1.04859 2.15418 -3.45585
H20 3.72683 1.00160 0.37259
H21 2.46706 -0.19935 0.71542
H22 3.49805 0.41960 2.02120
H23 2.60889 3.05972 -0.25833
H24 3.30654 3.46751 1.30855
H25 1.63297 3.89395 0.95811
H26 1.06597 0.94346 3.13328
H27 0.88574 2.70810 3.00981
H28 2.43909 2.00813 3.44745
O6 -2.86565 -1.24085 0.42347
H29 -3.41468 -0.53372 0.80228
H30 -3.45958 -1.84206 -0.05141

Cartesian forces (eV/Å) of the 6 atoms listed first:
W -1.07 1.73 0.52
Cl 0.01 -0.12 -0.06
C 0.13 0.11 0.33
C 0.29 -0.09 0.30
C -0.09 0.30 0.46
C 0.87 -0.94 -0.26

Values from the calculation:
HOMO (alpha / beta), eV: -14.06 / -14.48
Gap between HOMO and LUMO (alpha / beta), eV: 6.8 / 6.9
Energy above the lowest of the compared OMol25 structures with the same formula, charge and spin, kcal per mole: 15.7
Largest force on an atom, Eh/bohr: 0.0609
Net charge: +2
Multiplicity: 3

Here are the Löwdin charges for atoms 1 to 4, given in e: 1.82, 0.77, -0.65, -0.03



Below is the molecule C24H30F5N4O9PS in a non-equilibrium geometry, with properties calculated with ωB97M-V/def2-TZVPD.

Positions of all 74 atoms, in Å:
H1 5.74036 -0.21717 0.83599
N1 6.66435 0.23716 0.72757
C1 6.46250 1.47096 0.30549
N2 7.70775 2.27464 0.06444
N3 5.11895 2.05240 0.05759
C2 4.70058 1.86399 -1.38613
C3 3.10011 1.53220 -1.39089
C4 2.91972 0.26328 -2.36368
C5 1.44565 -0.37904 -2.37034
C6 0.55287 0.05583 -1.08827
C7 -0.67638 1.03922 -1.21689
C8 -1.02799 1.63481 -2.63311
F1 -1.95964 2.69005 -2.67963
F2 0.16721 2.18210 -3.24522
C9 -1.57041 0.52476 -3.70932
F3 -2.87678 0.94653 -4.15243
F4 -0.77479 0.54402 -4.90876
C10 -1.50122 1.34466 0.08825
C11 -2.79724 2.26473 0.12812
C12 -4.17467 1.48410 -0.19640
C13 -4.10471 0.46871 -1.42802
C14 -5.15726 -0.73254 -1.09189
C15 -4.61215 -1.69717 0.09094
C16 -3.31794 -2.54242 -0.31563
O1 -3.06792 -3.48279 0.78471
C17 -2.27863 -4.57928 0.35619
O2 -2.53244 -5.29723 -0.64854
C18 -0.98699 -5.00627 1.20704
C19 -0.94158 -6.08366 2.12245
C20 -1.07923 0.72742 1.47494
C21 0.16568 -0.18617 1.51500
C22 0.99984 -0.57247 0.26456
S1 2.42004 -1.68208 0.56422
O3 3.37848 -0.95348 1.46173
O4 3.03869 -2.31788 -0.62768
F5 1.80993 -2.95892 1.50452
C23 0.28814 -0.54770 3.05427
O5 0.98000 -1.33882 3.70227
N4 -0.64941 0.36358 3.79014
P1 0.16162 1.89292 4.23948
O6 1.67684 1.85062 3.97735
O7 -0.20687 2.19400 5.86891
O8 -0.49938 3.21798 3.35986
C24 -1.73904 0.88406 2.91115
O9 -2.85454 1.27052 3.29473
H2 7.89663 2.13658 -0.93836
H3 7.52361 3.27040 0.25868
H4 5.22189 3.05606 0.27908
H5 5.31181 0.96393 -1.76550
H6 4.96588 2.74968 -2.05461
H7 2.83182 1.34103 -0.30107
H8 2.59053 2.47987 -1.77016
H9 3.11683 0.66001 -3.43272
H10 3.76356 -0.46898 -2.14708
H11 0.96328 -0.09789 -3.36240
H12 1.44219 -1.53530 -2.34664
H13 -1.66272 -0.51772 -3.26314
H14 -2.91725 2.61738 1.22519
H15 -2.68968 3.25577 -0.45473
H16 -4.60881 0.97934 0.74269
H17 -4.93689 2.30358 -0.47727
H18 -3.10396 -0.04915 -1.58716
H19 -4.52638 0.99394 -2.34725
H20 -6.18583 -0.31856 -0.81693
H21 -5.28848 -1.37852 -2.04057
H22 -5.45483 -2.46067 0.28240
H23 -4.48372 -1.12915 1.07884
H24 -2.39744 -1.83883 -0.34671
H25 -3.45134 -3.05123 -1.32714
H26 -0.03710 -4.40241 1.01954
H27 0.06580 -6.61697 2.28749
H28 -1.83822 -6.41148 2.73706
H29 -0.57926 3.11402 5.90938
H30 0.24666 3.79269 3.05697

Cartesian forces (eV/Å) of the 6 atoms listed first:
H 0.40 0.29 -0.01
N -1.32 3.29 -1.39
C 1.07 -2.34 1.12
N -2.11 -0.55 -0.10
N 2.05 0.24 -0.45
C -0.35 -0.64 0.23

Values from the calculation:
HOMO, eV: -9.40
Gap between HOMO and LUMO, eV: 7.0
Largest force on an atom, Eh/bohr: 0.0999
Structure (SMILES): [H]/N=C(/N)NCCCCc1c(C(F)(F)C(F)F)c(CCCCCCOC(=O)C=C)c2c(c1S(=O)(=O)F)C(=O)N(P(=O)(O)O)C2=O

Here are the Löwdin charges for atoms 1 to 4, given in e: 0.03, 0.13, -0.46, 0.05



Below is a structure of composition C24H30MnNO5Se in a non-equilibrium geometry, with properties calculated with ωB97M-V/def2-TZVPD.

Positions of all 62 atoms, in Å:
C1 -4.29338 -1.37120 -4.43403
C2 -4.22011 -0.24092 -3.36445
C3 -2.84470 -1.72048 -4.87610
C4 -2.05024 -0.43256 -4.55143
H1 -2.82532 -1.97481 -5.94972
H2 -2.48091 -2.56187 -4.25466
C5 -2.72081 0.04890 -3.18077
H3 -4.71008 -0.57314 -2.43211
H4 -4.70742 0.66272 -3.76216
C6 -2.17530 -0.76445 -1.97079
H5 -2.52365 1.12877 -3.03391
H6 -2.36303 0.33550 -5.27970
C7 -0.59699 -0.53994 -4.57975
C8 -4.87465 -2.68292 -3.90218
C9 -5.11934 -0.84177 -5.66915
O1 -4.54977 -0.65071 -6.73472
O2 -4.97431 -2.96493 -2.71131
O3 -5.27043 -3.51369 -4.88568
O4 -6.45185 -0.63314 -5.53699
C10 -7.22769 -0.96800 -4.33250
H7 -6.70697 -0.66757 -3.40227
H8 -7.43451 -2.05276 -4.36625
H9 -8.15221 -0.39196 -4.48123
C11 -5.71015 -4.81880 -4.45333
H10 -4.90298 -5.33782 -3.92122
H11 -5.95908 -5.32611 -5.38274
H12 -6.59011 -4.71678 -3.80770
O5 -0.94280 -0.20640 -1.61963
H13 -2.07825 -1.84681 -2.23755
H14 -2.93578 -0.70367 -1.15141
C12 0.16383 0.60780 -5.10225
C13 0.08764 -1.78951 -4.20534
H15 -0.16593 -2.60368 -4.90956
H16 -0.16098 -2.14050 -3.18791
H17 1.16768 -1.64243 -4.24747
H18 1.11607 0.71904 -4.57801
H19 -0.41212 1.53975 -5.02659
H20 0.38995 0.43667 -6.16888
Mn1 -0.06966 -0.09160 0.16032
C14 0.71872 2.36712 0.85014
C15 0.03230 2.35988 -0.41605
C16 -1.32703 1.95436 -0.16297
H21 0.45671 2.82556 -1.34616
C17 -1.44010 1.47145 1.20901
C18 -0.19699 1.76274 1.84564
H22 -0.03284 1.48658 2.94285
H23 1.83623 2.65536 0.86668
H24 -2.18065 2.13238 -0.82891
H25 -2.36961 1.15775 1.74080
C19 1.03706 -2.11212 0.55735
C20 0.76902 -1.47559 1.82332
C21 -0.65785 -1.22139 1.93963
H26 1.51741 -1.36110 2.63462
C22 -1.27668 -1.86338 0.80952
C23 -0.23081 -2.40762 -0.03306
H27 -0.38205 -3.04302 -0.93340
H28 2.06054 -2.42913 0.19444
H29 -1.16807 -0.78133 2.83166
H30 -2.37305 -1.98437 0.67189
Se1 3.37636 1.26462 3.60258
C24 2.36232 0.75214 2.36101
N1 1.78737 0.40253 1.30667

Cartesian forces (eV/Å) of the 6 atoms listed first:
C -1.07 -0.34 -0.71
C 0.25 -0.01 -0.49
C 0.00 0.41 0.11
C -1.58 0.33 0.61
H 0.07 -0.03 0.57
H -0.08 0.39 -0.39

Values from the calculation:
HOMO (alpha / beta), eV: 0.50 / 0.49
Gap between HOMO and LUMO (alpha / beta), eV: 3.2 / 3.2
Largest force on an atom, Eh/bohr: 0.2167
Net charge: -2
Multiplicity: 5

Here are the Löwdin charges for atoms 1 to 4, given in e: -0.24, -0.08, -0.06, -0.24



- The highest largest force on an atom belongs to which entry?
  C24H30MnNO5Se



- Look up the largest force on an atom of the second one.
  0.0999 Eh/bohr